#P
Density functional theory data (wB97M-V/def2-TZVPD) for a gas-phase ion, C3H9N4O (charge +1).

Cartesian coordinates (Å):
1 C 0.4013 1.0262 1.4680
2 N 0.4093 -0.0148 0.4525
3 N 1.4301 0.0525 -0.4973
4 C 1.1662 0.6773 -1.6919
5 O 0.0536 0.9666 -2.0248
6 C -0.7118 -0.6742 0.1095
7 N -1.8458 -0.4448 0.7637
8 N -0.6651 -1.6357 -0.8078
9 H 0.0155 0.6263 2.4047
10 H 1.4294 1.3402 1.6389
11 H -0.1745 1.9007 1.1561
12 H 2.3709 -0.0927 -0.1558
13 H 2.0717 0.8122 -2.2967
14 H -1.9447 0.3321 1.3948
15 H -2.6784 -0.9615 0.5314
16 H -1.5074 -2.0874 -1.1231
17 H 0.1799 -1.8230 -1.3221

Summary:
SMILES string: CN(NC=O)C(N)=[NH2+]
Gap between HOMO and LUMO in eV: 11.45
Net charge: +1
HOMO in eV: -14.32
Multiplicity: 1

#Q
Density functional theory data (wB97M-V/def2-TZVPD) for 2 unconnected molecules or ions with the total composition C3H9N4O.

Cartesian coordinates (Å):
1 C -3.2529 0.4634 -0.1219
2 C 3.7910 -0.2865 0.1006
3 C -0.8865 0.2198 0.1991
4 N -4.9830 -1.1448 -0.1007
5 N -4.1027 -0.3503 0.0454
6 N 0.3097 0.7848 0.0335
7 N -2.0391 0.8505 0.1263
8 O 2.5331 -0.4624 -0.6327
9 H 2.7416 -1.3109 -1.0619
10 H 3.6605 -0.7187 1.1971
11 H 4.0287 0.8448 0.0740
12 H 4.7225 -0.6370 -0.4690
13 H -0.6822 -0.8434 0.1807
14 H -5.7232 -1.1582 0.5378
15 H 0.3830 1.7543 0.0448
16 H 1.2411 0.1731 0.0551
17 H -1.7417 1.8215 -0.2081

Summary:
Gap between HOMO and LUMO (spin up / spin down) in eV: 8.43 / 8.42
Net charge: +1
HOMO (spin up / spin down) in eV: -12.56 / -12.56
Multiplicity: 1

On energetic grounds, #P is preferred over the next structure by 0.1912 hartree.

#P
Density functional theory data (wB97M-V/def2-TZVPD) for a single C2H4ClNO2 molecule.

Cartesian coordinates (Å):
1 C -1.9718 -0.2329 -0.8298
2 N -0.7738 0.1899 -0.2883
3 O -0.2551 1.3394 -0.5210
4 O 0.3168 -0.7352 0.2325
5 C 1.5271 -0.1345 0.8432
6 Cl 2.7030 0.2944 -0.4920
7 H -2.4118 0.4830 -1.4884
8 H -2.2813 -1.1372 -0.4557
9 H 1.8296 -0.8877 1.5809
10 H 1.3173 0.8208 1.4186

Summary:
SMILES string: C=[N+]([O-])OCCl
Gap between HOMO and LUMO (spin up / spin down) in eV: 9.30 / 9.30
HOMO (spin up / spin down) in eV: -9.34 / -9.34
Multiplicity: 1

#Q
Density functional theory data (wB97M-V/def2-TZVPD) for 2 unconnected molecules or ions with the total composition C2H4ClNO2.

Cartesian coordinates (Å):
1 O 2.0162 -2.1006 0.7525
2 C 2.3098 -1.1974 0.0707
3 O 3.1483 -0.6811 -0.7950
4 C 1.9753 0.1568 -0.4206
5 Cl 2.5037 1.6375 0.4073
6 H 1.1189 0.1433 -1.0468
7 N -0.5483 -0.2933 0.1182
8 H -0.0364 -1.0042 0.6700
9 H -1.4788 -0.6222 0.1970
10 H -0.3913 0.5097 0.6617

Summary:
SMILES string: O=C1O[C@@H]1Cl.N
Gap between HOMO and LUMO in eV: 11.02
HOMO in eV: -10.31
Multiplicity: 1

On energetic grounds, #Q is preferred over the next structure by 0.1179 hartree.

#P
Density functional theory data (wB97M-V/def2-TZVPD) for 2 unconnected molecules or ions with the total composition C2H4ClNO2.

Cartesian coordinates (Å):
1 C -1.3017 0.0604 0.2449
2 C -0.1454 0.7924 -0.4409
3 N 1.6523 -0.9150 -0.0446
4 O 2.7625 -0.5963 -0.2950
5 O 1.2466 -1.9398 0.4182
6 Cl 0.4598 2.2439 0.2640
7 H -2.1420 -0.0173 -0.5709
8 H -1.5700 0.5680 1.1767
9 H -0.8997 -0.8721 0.7795
10 H -0.0625 0.6757 -1.5319

Summary:
Gap between HOMO and LUMO (spin up / spin down) in eV: 9.40 / 7.23
HOMO (spin up / spin down) in eV: -9.79 / -8.57
Multiplicity: 1

#Q
Density functional theory data (wB97M-V/def2-TZVPD) for 2 unconnected molecules or ions with the total composition C2H4ClNO2.

Cartesian coordinates (Å):
1 C -0.3831 0.9016 0.7591
2 C 0.5394 0.7440 -0.3707
3 N -0.1118 -1.7022 -0.6499
4 O 0.6690 -2.4867 -1.0961
5 O -1.2499 -1.7861 -0.2800
6 Cl 2.1928 0.4866 -0.1218
7 H -0.7297 1.9342 0.8458
8 H 0.0843 0.6046 1.6948
9 H -1.2678 0.2748 0.5886
10 H 0.2569 1.0292 -1.3697

Summary:
Gap between HOMO and LUMO (spin up / spin down) in eV: 9.47 / 7.05
HOMO (spin up / spin down) in eV: -9.65 / -8.26
Multiplicity: 1

#R
Density functional theory data (wB97M-V/def2-TZVPD) for 2 unconnected molecules or ions with the total composition C2H4ClNO2.

Cartesian coordinates (Å):
1 N -0.6816 1.2698 0.0289
2 C 0.2935 0.5432 -0.5868
3 O -0.2367 -0.2025 -1.9289
4 C -0.0381 -0.8631 -0.8507
5 O -0.1578 -1.9172 -0.3565
6 H -0.7249 2.2446 0.1175
7 H -1.1085 0.7889 0.8078
8 H 1.2967 0.8470 -0.7284
9 Cl 0.7667 -1.0144 2.3646
10 H 0.5906 -1.6962 1.1325

Summary:
SMILES string: N[C@@H]1OC1=O.Cl
Gap between HOMO and LUMO in eV: 11.40
HOMO in eV: -10.72
Multiplicity: 1

On energetic grounds, #R is preferred over the next structure by 0.1363 hartree.

#P
Density functional theory data (wB97M-V/def2-TZVPD) for a gas-phase ion, C5H13N4O (charge +1).

Cartesian coordinates (Å):
1 C 0.1227 -0.1130 -1.0857
2 C 0.0820 -1.4734 -0.4643
3 C -0.5139 -1.4817 0.8649
4 C 0.4868 2.2018 -1.1887
5 C 0.3285 2.1418 1.6245
6 N 0.4329 0.9346 -0.4132
7 N 0.6082 0.9439 0.8925
8 N 0.0061 -2.0597 1.9608
9 N -0.6283 -2.3627 -1.3984
10 O -0.0594 -0.0102 -2.3884
11 H 1.1587 -1.9671 -0.3563
12 H -1.4735 -1.0161 0.8843
13 H 0.9938 2.9274 -0.6255
14 H 0.7521 1.9726 -2.2847
15 H -0.4419 2.6048 -1.0097
16 H -0.8399 2.5408 1.5267
17 H 0.4219 1.9248 2.7355
18 H 0.8985 2.9820 1.2555
19 H 0.9576 -2.1658 1.9269
20 H -0.4883 -2.2725 2.7445
21 H -1.6838 -2.0495 -1.3805
22 H -0.6003 -3.4070 -1.2133
23 H -0.5206 -0.7957 -2.6076

Summary:
Gap between HOMO and LUMO (spin up / spin down) in eV: 6.10 / 6.10
Net charge: +1
HOMO (spin up / spin down) in eV: -10.85 / -10.84
Multiplicity: 1

#Q
Density functional theory data (wB97M-V/def2-TZVPD) for a gas-phase ion, C5H13N4O (charge +1).

Cartesian coordinates (Å):
1 C -1.7456 1.2474 2.2944
2 C -1.2397 -0.2051 2.2526
3 N -1.2611 -0.7662 0.8839
4 C -0.1419 -0.3644 0.1450
5 N -0.3396 -0.6507 -1.3113
6 C 0.6417 -0.1144 -2.0640
7 N 0.4205 0.2315 -3.3461
8 N 1.8346 0.1083 -1.4931
9 C 2.1723 -0.5221 -0.1828
10 O 1.0473 -1.0364 0.4730
11 H -1.9518 1.5801 1.2811
12 H -0.9740 1.8999 2.6909
13 H -2.6285 1.3557 2.9082
14 H -1.8674 -0.8240 2.8810
15 H -0.2426 -0.2535 2.6869
16 H -1.2568 -1.7757 0.9843
17 H -0.0135 0.7149 0.2658
18 H -1.2676 -0.3836 -1.6321
19 H -0.4444 0.6778 -3.5856
20 H 1.1117 0.1100 -4.0611
21 H 2.6033 0.0603 -2.1505
22 H 2.6604 0.2357 0.4271
23 H 2.8828 -1.3255 -0.3476

Summary:
SMILES string: CCN[C@@H]1NC(N)=[NH+]CO1
Gap between HOMO and LUMO in eV: 10.35
Net charge: +1
HOMO in eV: -13.54
Multiplicity: 1

On energetic grounds, #Q is preferred over the next structure by 0.1767 hartree.

#P
Density functional theory data (wB97M-V/def2-TZVPD) for 4 unconnected molecules or ions with the total composition C6H19NO4.

Cartesian coordinates (Å):
1 C 2.1053 2.7767 1.1228
2 C 2.3225 1.7762 0.0011
3 C 1.2385 1.8085 -1.0824
4 C -0.0775 1.1585 -0.5873
5 N -0.0151 -0.2772 -0.3472
6 C 0.1089 -1.2354 -1.3053
7 C 0.1255 -0.8565 -2.7409
8 O 0.2820 -2.4045 -0.9509
9 H 2.4215 3.7848 0.8081
10 H 2.7321 2.5333 1.9668
11 H 1.0837 3.0330 1.3992
12 H 3.2800 1.8999 -0.4582
13 H 2.2900 0.7592 0.4026
14 H 0.9800 2.8042 -1.4440
15 H 1.5947 1.2263 -1.9322
16 H -0.2699 1.6683 0.3508
17 H -0.8883 1.3711 -1.2734
18 H 0.2556 -0.5382 0.5814
19 H -0.0126 -1.6431 -3.4795
20 H 1.1192 -0.4820 -3.0033
21 H -0.5801 -0.0580 -2.9822
22 O -2.5666 -1.3979 1.2800
23 H -2.2920 -1.2502 0.3831
24 H -1.8157 -1.7709 1.7703
25 O -0.1409 -2.6082 1.9317
26 H 0.0850 -2.8881 1.0325
27 H 0.5533 -2.8422 2.5407
28 O -2.5014 1.3919 1.5032
29 H -3.4502 1.4336 1.3657
30 H -2.2782 0.4449 1.4736

Summary:
SMILES string: CCCCNC(C)=O.O.O.O
Gap between HOMO and LUMO in eV: 10.48
HOMO in eV: -9.85
Multiplicity: 1

#Q
Density functional theory data (wB97M-V/def2-TZVPD) for 5 unconnected molecules or ions with the total composition C6H19NO4.

Cartesian coordinates (Å):
1 C -0.3491 -3.0657 -0.3841
2 C -0.3796 -1.9997 -1.1622
3 C -0.1308 -0.6197 -0.6436
4 N -1.2995 0.0138 -0.1328
5 C 1.0387 -0.0076 -0.8585
6 C 1.4036 1.3058 -0.2669
7 C 2.0016 -0.6468 -1.8613
8 H -0.4355 -4.0753 -0.7957
9 H -0.3068 -3.0378 0.6939
10 H -0.6514 -2.0945 -2.1986
11 H -1.8110 -0.5859 0.5094
12 H -1.1025 0.8307 0.4671
13 H 2.0504 1.8922 -0.9495
14 H 1.9206 1.2078 0.6672
15 H 0.5764 2.0244 -0.1317
16 H 2.4536 -1.4801 -1.2962
17 H 1.5798 -1.1944 -2.7333
18 H 2.5975 0.1023 -2.3618
19 O 0.9619 0.0747 2.7274
20 H 1.1894 0.9205 3.1547
21 H 1.8012 -0.1843 2.3347
22 O -0.5582 2.5426 1.5083
23 H 0.2023 3.1156 1.6164
24 H -0.8888 2.2454 2.3598
25 O -2.3394 -0.8113 2.6803
26 H -1.6733 -1.5102 2.8315
27 H -1.7045 -0.0839 2.7682
28 O -0.2983 1.8564 -3.1184
29 H -0.7128 1.6668 -2.2598
30 H 0.2324 1.0438 -3.1276

Summary:
SMILES string: C=CC(N)=C(C)C.O.O.O.O
Gap between HOMO and LUMO in eV: 7.75
HOMO in eV: -7.84
Multiplicity: 1

On energetic grounds, #P is preferred over the next structure by 0.0997 hartree.

#P
Density functional theory data (wB97M-V/def2-TZVPD) for a gas-phase ion, C3H10N5 (charge +1).

Cartesian coordinates (Å):
1 C 0.8482 -0.2308 -0.5285
2 C 2.1473 -0.3932 0.2984
3 C -0.6036 0.2944 1.5779
4 N -1.5223 -1.2951 -1.4414
5 N -1.4071 -0.6682 -0.3453
6 N -0.4692 1.4499 -1.2760
7 N -0.3445 -0.4785 0.4137
8 N 0.6285 0.9644 -1.1795
9 H 0.8121 -1.0796 -1.3440
10 H 2.0619 0.3039 1.1226
11 H 3.0205 -0.1587 -0.3484
12 H 1.9942 -1.3687 0.7638
13 H -0.9073 1.3405 1.6290
14 H -1.4627 -0.0726 2.2364
15 H 0.3824 0.3716 2.1864
16 H -2.5140 -1.2373 -1.8771
17 H -2.2192 -0.0667 -0.0889
18 H -0.4454 2.3246 -1.7989

Summary:
Gap between HOMO and LUMO (spin up / spin down) in eV: 5.88 / 8.76
Net charge: +1
HOMO (spin up / spin down) in eV: -11.35 / -15.08
Multiplicity: 3

#Q
Density functional theory data (wB97M-V/def2-TZVPD) for a gas-phase ion, C3H10N5 (charge +1).

Cartesian coordinates (Å):
1 C -0.0552 -0.1523 0.9146
2 C -0.8385 0.8121 0.3105
3 C 1.5038 -2.1874 0.8533
4 N 1.0820 -1.1150 -0.0503
5 N -0.7552 1.1131 -0.9955
6 N -1.8537 1.4278 1.0460
7 N -1.4241 2.2583 -1.4418
8 N 1.1712 -0.8908 -1.2648
9 H -0.5238 -0.6621 1.7348
10 H 2.4627 -2.7293 0.4915
11 H 1.9206 -1.7534 1.7874
12 H 0.6320 -2.6822 0.9669
13 H -1.7594 1.7699 2.0255
14 H -2.5882 1.9990 0.7154
15 H -0.9984 3.1477 -1.2145
16 H -1.9849 2.1021 -2.2106
17 H 1.7811 -1.6225 -1.6522
18 H -0.3208 0.6490 -1.7506

Summary:
Gap between HOMO and LUMO (spin up / spin down) in eV: 7.58 / 7.14
Net charge: +1
HOMO (spin up / spin down) in eV: -10.60 / -13.71
Multiplicity: 3

On energetic grounds, #Q is preferred over the next structure by 0.0371 hartree.